Formula: C4H10N
Source: the Open Molecules 2025 dataset
Level of theory: ωB97M-V with the def2-TZVPD basis set

Geometry as XYZ:
```
15
C4H10N | the Open Molecules 2025 dataset | ωB97M-V with the def2-TZVPD basis set
C -1.57005 -2.76714 1.46154
C 0.01431 -0.05890 0.75111
C 0.63599 0.40303 -0.19775
C 1.45680 0.15778 -1.35150
N 0.09960 2.27398 -0.39859
H -0.61349 -3.27096 1.55516
H -1.87500 -2.05376 2.24777
H -0.76126 0.29450 1.42674
H -2.31676 -2.85512 0.76897
H 2.08129 -0.68171 -1.17568
H 2.02506 0.96481 -1.58587
H 0.74029 -0.13650 -2.27502
H 0.91947 2.65183 -0.72982
H -0.21585 2.77267 0.55292
H -0.62041 2.30549 -1.04998
```

Output
Lowest unoccupied orbital energy (spin up / spin down) (eV): -6.64 / -3.77
Kohn-Sham gap (spin up / spin down) (eV): 5.65 / 10.91
Energy relative to the best compared isomer or geometry (same formula, charge and spin) (eV): 7.0254
Charge: +1
Calculated total energy (eV): -5786.83246

---

Formula: C19H44ClFN6O18P3S
Source: the Open Molecules 2025 dataset
Level of theory: ωB97M-V with the def2-TZVPD basis set

Geometry as XYZ:
```
93
C19H44ClFN6O18P3S | the Open Molecules 2025 dataset | ωB97M-V with the def2-TZVPD basis set
C 0.35899 2.18108 4.56369
C 0.24714 2.69226 3.00206
C 1.04145 1.75970 1.91418
Cl 2.84839 1.64437 2.43045
P 0.23667 0.07987 1.52069
C 1.77609 -0.58737 0.52772
C 2.69089 -1.64187 1.38705
C 3.65496 -2.41900 0.26224
C 3.34006 -4.05582 0.30268
O 2.25087 -4.44373 -0.64685
O 0.65325 -0.64399 3.05624
C -0.21960 -1.83137 3.33687
N -0.53609 -3.10717 3.42654
O -0.32680 0.47098 -0.11862
C -1.68950 1.07693 -0.09871
F -1.31496 2.54083 -0.05160
P -2.38685 0.92117 -1.85409
C -1.26871 -0.40740 -2.73674
O -2.05183 2.38827 -2.74793
C -2.47903 0.54264 1.21928
C -3.13463 -0.94349 1.31569
C -4.05941 -1.43325 0.06971
C -4.76516 -2.86637 0.46346
O -5.04253 -0.46493 -0.43036
P -3.66607 1.71156 2.18512
O -5.35784 1.37959 1.95493
O -3.42344 3.40617 1.87496
S -3.33942 1.47077 4.12827
O -1.36196 0.42008 2.21986
H 0.46640 3.15830 5.23760
H -0.57864 1.60539 4.96038
H 1.29648 1.52289 4.79980
H -0.88152 2.93669 2.69871
H 0.79003 3.75582 2.97800
H 1.05806 2.37775 0.89471
H -0.27199 -1.26710 1.22625
H 1.28901 -1.22311 -0.35808
H 2.37700 0.27197 -0.00389
H 3.44625 -1.12501 2.12962
H 2.08328 -2.50094 1.91107
H 3.33284 -2.07341 -0.82382
H 4.78890 -2.16080 0.39270
H 4.31664 -4.59330 -0.06034
H 3.04516 -4.38784 1.39453
H 1.47754 -3.80456 -0.57155
H -1.74558 -0.65985 -3.79235
H -0.17514 -0.02338 -2.92799
H -1.19911 -1.41236 -2.13967
H -1.50534 2.11742 -3.56642
H -2.35420 -1.82156 1.52807
H -3.83765 -0.94067 2.28125
H -3.32432 -1.66458 -0.83994
H -5.90893 -2.89572 0.21854
H -4.60648 -3.01385 1.61806
H -4.16870 -3.72051 -0.11948
H -5.56876 -0.81520 -1.21012
H -5.88387 1.77142 2.71617
H -3.71363 3.53333 0.91867
C 6.93294 -4.87961 2.79439
N 6.61012 -4.60967 1.36722
O 6.53656 -5.58405 0.60946
O 6.43979 -3.42735 1.04797
H 7.05578 -5.95610 2.93125
H 7.86048 -4.35280 3.02772
H 6.10181 -4.50668 3.39637
C 4.75693 4.54124 3.27455
N 5.97077 5.01386 3.99368
O 5.79777 5.63185 5.05064
O 7.06285 4.75121 3.47678
H 3.87214 4.84087 3.84026
H 4.75808 5.00511 2.28605
H 4.81894 3.45345 3.20320
C -6.46059 3.30993 -1.51189
N -4.97741 3.23341 -1.42114
O -4.50087 2.46731 -0.57555
O -4.33355 3.94458 -2.20119
H -6.89508 2.63529 -0.77112
H -6.75019 4.34311 -1.30944
H -6.74483 3.00814 -2.52201
C -0.32087 -3.76658 -6.27384
N -0.72049 -3.00585 -5.05915
O -1.79728 -3.30734 -4.53128
O 0.05795 -2.12756 -4.67000
H -1.09521 -4.50263 -6.50030
H -0.21810 -3.05072 -7.09194
H 0.62844 -4.26011 -6.05596
C 0.09418 3.19924 -6.24452
N 0.79847 1.88872 -6.26510
O 0.12832 0.89050 -6.55401
O 2.00401 1.89913 -5.99058
H -0.95473 3.04066 -6.50392
H 0.18467 3.60608 -5.23527
H 0.57953 3.84561 -6.97860
```

Output
Lowest unoccupied orbital energy (eV): 1.51
Kohn-Sham gap (eV): 6.66
Charge: -1
Calculated total energy (eV): -120133.12592